This record from the OMol25 dataset describes a 2-piece molecular cluster, CH6P2S overall at a distorted geometry. The level of theory is ωB97M-V/def2-TZVPD.

Calculated values
Lowest unoccupied orbital energy (spin up / spin down), eV: -0.90 / -0.47
DFT total energy, Eh: -1122.46372
Relative energy (zero: lowest compared OMol25 entry of this formula, charge and spin), kJ/mol: 251.3
Frontier orbital gap (spin up / spin down), eV: 6.9 / 7.5
HOMO energy (spin up / spin down), eV: -7.84 / -7.96

Each line ends with the Löwdin charge.
Element x y z (Å)
1 C 0.213 -1.701 0.379  -0.484
2 P -0.794 1.274 -1.599  0.596
3 P -0.581 0.782 2.307  0.381
4 S 0.763 -0.659 1.528  0.431
5 H -0.761 -1.724 -0.060  0.004
6 H 0.918 -2.489 0.288  -0.023
7 H -0.366 0.067 -2.321  -0.148
8 H 0.331 1.173 -0.842  -0.247
9 H -0.170 2.000 -2.625  -0.193
10 H 0.446 1.276 2.945  -0.317